# C70H133F21N6O14

A cluster of 12 separate species, C70H133F21N6O14 in total (the ωB97M-V functional and the def2-TZVPD basis, OMol25).

Atoms and positions in Å:
1 C -0.820 0.043 2.250
2 C 0.098 -0.125 1.029
3 N 0.269 -1.547 0.737
4 C -0.682 -2.403 0.123
5 C -0.004 -3.482 -0.362
6 N 1.260 -3.461 0.178
7 C 1.378 -2.309 0.868
8 C 2.334 -4.369 0.081
9 H -1.804 -0.376 2.041
10 H -0.917 1.110 2.451
11 H -0.380 -0.484 3.097
12 H 1.044 0.404 1.144
13 H -0.312 0.219 0.080
14 H -1.645 -1.935 -0.020
15 H -0.335 -4.349 -0.915
16 H 2.251 -2.093 1.467
17 H 2.777 -4.624 1.043
18 H 3.118 -4.056 -0.608
19 H 1.877 -5.259 -0.352
20 C 1.140 4.575 -0.454
21 C 0.484 3.841 -1.587
22 C 1.115 4.237 -3.000
23 N 0.468 3.513 -4.247
24 C -0.956 4.122 -4.418
25 C -1.563 3.642 -5.741
26 C -0.696 4.039 -6.971
27 C 0.760 3.569 -6.823
28 C 1.474 3.734 -5.449
29 C 0.457 1.997 -4.100
30 H 0.470 4.692 0.398
31 H 1.405 5.599 -0.719
32 H 2.017 4.042 -0.085
33 H -0.541 4.195 -1.697
34 H 0.337 2.806 -1.278
35 H 2.172 3.987 -3.092
36 H 1.088 5.302 -3.230
37 H -0.866 5.208 -4.445
38 H -1.528 3.897 -3.518
39 H -2.566 4.050 -5.870
40 H -1.921 2.612 -5.720
41 H -0.682 5.123 -7.084
42 H -1.208 3.650 -7.851
43 H 1.329 4.088 -7.595
44 H 0.686 2.519 -7.106
45 H 1.761 4.782 -5.367
46 H 2.358 3.098 -5.400
47 H 1.492 1.742 -3.871
48 H 0.141 1.519 -5.026
49 H -0.211 1.861 -3.249
50 C -3.127 9.956 1.441
51 C -3.438 8.734 2.304
52 C -2.559 7.492 2.054
53 N -2.734 6.512 3.210
54 C -4.162 6.018 3.425
55 C -4.680 5.148 2.326
56 C -3.765 3.901 2.196
57 C -2.366 4.341 1.952
58 C -1.803 5.328 2.975
59 C -2.186 7.056 4.579
60 H -3.720 10.802 1.787
61 H -3.324 9.693 0.402
62 H -2.083 10.251 1.540
63 H -4.484 8.477 2.132
64 H -3.255 9.241 3.251
65 H -1.522 7.808 2.167
66 H -2.773 7.045 1.083
67 H -4.856 6.827 3.655
68 H -4.067 5.379 4.304
69 H -4.580 5.661 1.370
70 H -5.703 4.835 2.535
71 H -4.116 3.135 1.504
72 H -3.732 3.410 3.169
73 H -2.204 4.740 0.950
74 H -1.732 3.454 1.933
75 H -0.774 5.673 2.882
76 H -1.760 4.743 3.894
77 H -2.575 8.045 4.824
78 H -1.125 7.259 4.433
79 H -2.297 6.407 5.447
80 C -3.508 -5.292 -8.242
81 C -3.400 -4.016 -7.394
82 C -2.017 -3.476 -7.321
83 N -1.835 -1.958 -6.895
84 C -2.690 -1.620 -5.625
85 C -2.103 -2.311 -4.325
86 C -0.630 -1.970 -4.172
87 C 0.206 -2.239 -5.371
88 C -0.366 -1.572 -6.578
89 C -2.253 -1.041 -8.082
90 H -2.934 -6.098 -7.786
91 H -3.000 -5.126 -9.192
92 H -4.530 -5.671 -8.249
93 H -3.753 -4.144 -6.370
94 H -3.992 -3.188 -7.785
95 H -1.616 -3.576 -8.330
96 H -1.391 -4.106 -6.689
97 H -3.653 -2.027 -5.933
98 H -2.537 -0.547 -5.505
99 H -2.227 -3.394 -4.340
100 H -2.645 -1.987 -3.437
101 H -0.303 -2.628 -3.367
102 H -0.427 -0.974 -3.780
103 H 0.536 -3.273 -5.469
104 H 1.188 -1.784 -5.245
105 H 0.198 -1.849 -7.470
106 H -0.347 -0.484 -6.519
107 H -3.336 -1.148 -8.141
108 H -1.942 -1.394 -9.066
109 H -1.901 -0.015 -7.979
110 C 2.276 3.511 2.830
111 C 1.525 3.721 4.030
112 C 1.735 5.047 4.765
113 N 1.440 4.845 6.313
114 C 2.628 4.183 7.045
115 C 2.453 4.224 8.532
116 C 2.225 5.678 9.068
117 C 1.007 6.330 8.403
118 C 1.234 6.242 6.846
119 C 0.164 4.017 6.637
120 H 3.289 3.859 3.031
121 H 1.882 4.304 2.193
122 H 2.154 2.587 2.265
123 H 1.793 2.893 4.687
124 H 0.457 3.506 4.007
125 H 1.165 5.871 4.336
126 H 2.780 5.330 4.641
127 H 3.538 4.741 6.825
128 H 2.825 3.176 6.678
129 H 3.310 3.705 8.960
130 H 1.617 3.607 8.862
131 H 3.099 6.298 8.869
132 H 2.043 5.644 10.142
133 H 0.931 7.355 8.766
134 H 0.052 5.973 8.788
135 H 2.068 6.879 6.553
136 H 0.323 6.609 6.373
137 H -0.611 4.418 5.984
138 H -0.138 4.093 7.681
139 H 0.408 3.042 6.214
140 C -6.553 -2.273 0.991
141 O -5.855 -2.823 2.155
142 O -6.706 -3.264 0.013
143 C -7.835 -1.450 1.485
144 F -7.555 -0.531 2.437
145 F -8.543 -0.772 0.566
146 F -8.685 -2.277 2.005
147 C -4.821 -2.097 2.753
148 C -4.416 -2.614 4.130
149 H -3.860 -1.834 4.651
150 H -5.280 -2.809 4.767
151 H -3.817 -3.524 4.105
152 H -5.128 -1.053 2.819
153 H -3.927 -2.057 2.131
154 H -5.943 -1.478 0.562
155 C 6.721 -6.940 -2.903
156 O 5.432 -6.828 -3.493
157 O 7.383 -8.003 -3.544
158 C 7.395 -5.648 -2.338
159 F 6.526 -4.813 -1.792
160 F 8.387 -5.817 -1.438
161 F 7.910 -4.933 -3.297
162 C 5.019 -5.769 -4.379
163 C 3.498 -5.701 -4.260
164 H 3.050 -6.693 -4.209
165 H 3.180 -5.252 -3.319
166 H 3.028 -5.089 -5.030
167 H 5.203 -5.906 -5.445
168 H 5.490 -4.797 -4.239
169 H 6.408 -7.417 -1.974
170 C -3.810 1.147 -2.596
171 O -4.857 1.849 -1.939
172 O -3.349 1.915 -3.639
173 C -2.721 0.703 -1.481
174 F -1.679 0.011 -1.982
175 F -2.114 1.717 -0.803
176 F -3.302 -0.115 -0.589
177 C -5.880 1.280 -1.090
178 C -6.787 2.261 -0.415
179 H -7.401 1.753 0.329
180 H -6.090 2.949 0.064
181 H -7.415 2.757 -1.155
182 H -5.406 0.888 -0.190
183 H -6.443 0.483 -1.577
184 H -4.202 0.203 -2.975
185 C 2.577 -6.981 5.150
186 O 3.043 -8.315 5.120
187 O 3.534 -6.216 5.898
188 C 2.182 -6.523 3.744
189 F 1.375 -5.524 3.859
190 F 3.110 -6.160 2.902
191 F 1.515 -7.487 3.114
192 C 2.930 -9.146 6.299
193 C 3.520 -10.541 6.117
194 H 4.599 -10.573 5.968
195 H 3.230 -11.193 6.941
196 H 3.089 -11.019 5.237
197 H 1.866 -9.217 6.523
198 H 3.491 -8.716 7.129
199 H 1.623 -7.041 5.674
200 C 3.216 -0.402 3.908
201 O 4.024 0.789 4.115
202 O 4.007 -1.415 3.283
203 C 2.163 -0.694 5.107
204 F 1.690 0.375 5.629
205 F 1.142 -1.382 4.598
206 F 2.777 -1.445 6.034
207 C 4.660 1.018 5.395
208 C 5.438 2.312 5.287
209 H 6.305 2.127 4.653
210 H 4.878 3.107 4.795
211 H 5.781 2.764 6.218
212 H 5.428 0.255 5.524
213 H 3.964 1.167 6.220
214 H 2.602 0.020 3.112
215 C -1.456 -6.627 -2.650
216 O -0.562 -6.689 -1.447
217 O -2.474 -5.669 -2.392
218 C -0.426 -6.537 -3.873
219 F -1.123 -6.162 -5.034
220 F 0.556 -5.608 -3.689
221 F 0.246 -7.707 -4.191
222 C 0.250 -7.893 -1.239
223 C 0.746 -8.012 0.178
224 H -0.068 -7.571 0.754
225 H 0.892 -9.014 0.581
226 H 1.663 -7.457 0.374
227 H 1.056 -7.688 -1.945
228 H -0.226 -8.819 -1.561
229 H -1.916 -7.604 -2.798
230 C 4.003 0.739 -2.660
231 O 3.971 0.146 -3.973
232 O 4.076 2.092 -2.866
233 C 2.871 0.082 -1.750
234 F 3.175 0.409 -0.493
235 F 1.624 0.414 -1.938
236 F 2.995 -1.266 -1.819
237 C 4.613 -1.131 -4.231
238 C 4.496 -1.537 -5.725
239 H 4.678 -0.696 -6.395
240 H 5.146 -2.339 -6.073
241 H 3.457 -1.761 -5.969
242 H 4.303 -1.956 -3.589
243 H 5.643 -0.887 -3.971
244 H 4.900 0.363 -2.168

Output
E_tot (Eh): -6225.285835
LUMO energy (eV): -0.213
Charge: -2
Kohn-Sham gap (eV): 0.7
2S+1: 1

Mulliken population analysis, charges in e, atoms 1 to 8: atom 1 (C): -0.50, atom 2 (C): 1.53, atom 3 (N): 0.65, atom 4 (C): -1.11, atom 5 (C): -0.60, atom 6 (N): 0.88, atom 7 (C): -1.09, atom 8 (C): -0.50